[1]
The following is a DFT calculation (ωB97M-V/def2-TZVPD) of C50H60BrF4N4P3PbSb as an isolated structure.

ORCA input file:
```
! RIJCOSX wB97M-V def2-TZVPD def2/J DEFGRID3
* xyz 1 1
Pb 0.36 -0.28 0.82
Sb 1.74 2.37 -2.20
Br -0.37 -1.39 -2.61
P -2.74 -0.46 -0.34
P 2.61 -2.69 0.23
P 3.12 0.12 1.95
F -5.50 -0.90 -1.55
F -1.66 -2.20 -5.13
F -4.25 -2.33 -5.81
F -6.17 -1.68 -4.01
N -0.34 2.17 1.52
N 0.07 0.24 3.24
N -0.14 -2.22 2.15
N 0.00 1.40 3.74
C 0.22 -2.12 3.44
C -3.77 1.06 -0.27
C -3.19 -1.11 -2.00
C 3.34 0.94 3.57
C 3.50 1.82 -4.81
C -1.42 -4.32 2.28
C 4.14 1.16 0.85
C -4.89 -1.61 -3.67
C -4.01 3.34 -1.03
C -3.32 2.14 -1.03
C -0.28 2.42 2.82
C 3.34 -0.03 -3.12
C -1.67 -5.67 0.29
C -4.30 -2.70 0.51
C 3.38 1.49 -3.33
C 0.95 -1.77 6.18
C 2.48 4.40 -1.84
C -0.84 4.72 2.50
C -4.93 -3.43 1.51
C -2.22 -1.46 -2.95
C 3.69 4.79 -2.67
C -0.93 -4.74 -0.42
C 4.16 -1.38 2.14
C -4.08 -1.92 3.17
C -4.90 1.21 0.52
C 2.74 4.68 -0.37
C -0.94 4.45 1.14
C -3.57 -1.57 0.84
C -4.84 -3.04 2.83
C 0.67 -0.68 5.41
C 0.76 3.92 -4.79
C -0.63 -3.40 1.58
C 0.91 -3.05 5.58
C -0.67 3.17 0.70
C -0.41 -3.62 0.22
C -1.91 -5.44 1.64
C 3.09 -3.66 -1.25
C 4.28 -2.17 0.84
C 0.25 3.06 -3.64
C -3.91 -1.94 -4.59
C -5.58 2.42 0.53
C -3.44 -1.20 2.18
C -0.50 3.69 3.36
C 2.26 -4.04 1.41
C -4.52 -1.20 -2.40
C -0.62 1.93 -4.17
C -5.14 3.48 -0.24
C -2.58 -1.87 -4.23
C 0.33 -0.83 4.05
C 0.55 -3.23 4.27
H 5.14 -1.07 2.52
H -5.27 0.38 1.11
H 4.42 1.39 -5.21
H 5.17 1.21 1.22
H -3.66 4.16 -1.64
H 3.98 5.83 -2.46
H 3.51 2.89 -5.01
H 2.67 1.38 -5.37
H 2.50 -0.47 -3.66
H -1.03 5.71 2.88
H -0.35 3.70 -2.99
H 4.40 1.13 3.76
H 4.25 -0.49 -3.50
H -6.47 2.52 1.15
H -5.68 4.42 -0.22
H -1.22 5.22 0.43
H 4.13 0.77 -0.16
H 3.13 -4.70 1.52
H 0.54 -4.22 3.85
H 4.26 1.88 -2.80
H 1.41 -4.62 1.06
H -1.09 1.37 -3.36
H 0.19 -2.92 -0.34
H -5.50 -4.31 1.24
H -1.66 -4.14 3.32
H 0.71 0.32 5.82
H -0.74 -4.88 -1.47
H 3.46 -3.01 -2.03
H -2.85 -0.33 2.45
H 3.52 4.72 -3.74
H 1.97 4.27 0.29
H 1.29 3.32 -5.53
H -2.07 -6.55 -0.19
H -2.43 2.03 -1.64
H 3.72 2.16 0.83
H 1.43 4.71 -4.46
H -0.42 3.83 4.42
H 3.69 -2.00 2.92
H 3.70 4.28 -0.07
H 3.23 -0.30 -2.07
H 1.17 -3.92 6.17
H -0.08 4.40 -5.30
H 2.00 -3.64 2.39
H 2.80 1.89 3.58
H 4.56 4.17 -2.43
H 3.84 -4.41 -1.01
H 4.75 -1.55 0.06
H -0.72 2.92 -0.35
H 2.94 0.31 4.36
H 1.22 -1.67 7.22
H -0.05 1.22 -4.76
H -2.52 -6.14 2.21
H -5.34 -3.60 3.60
H 1.62 5.00 -2.16
H 4.92 -3.04 0.99
H -3.99 -1.62 4.21
H 2.20 -4.17 -1.63
H -1.42 2.33 -4.81
H 2.79 5.76 -0.19
H -4.38 -3.02 -0.52
*
```

Strongest force on any atom   0.0125 Eh/bohr
Frontier orbital gap   5.79 eV
Calculated total energy   -6590.72554 Ha


[2]
The following is a DFT calculation (ωB97M-V/def2-TZVPD) of a 2-piece molecular cluster, C4H12O overall at a distorted geometry.

ORCA input file:
```
! RIJCOSX wB97M-V def2-TZVPD def2/J DEFGRID3
* xyz 0 1
O 0.05 0.93 -1.92
C -0.82 1.82 -2.59
C 1.54 -0.77 0.79
C -0.82 -0.64 1.84
C 0.29 -1.49 1.22
H 0.52 -2.23 1.98
H -0.90 -0.81 2.92
H 1.40 -0.19 -0.16
H -1.70 2.13 -2.04
H -0.22 2.72 -2.84
H 1.94 0.04 1.44
H -0.92 1.32 -3.56
H 2.41 -1.34 0.45
H -0.04 -1.92 0.30
H -0.24 0.77 -1.00
H -0.73 0.46 1.83
H -1.77 -0.80 1.33
*
```

SMILES   CCC.CO
Strongest force on any atom   0.0574 Eh/bohr
Frontier orbital gap   11.06 eV
Calculated total energy   -234.78808 Ha


[3]
The following is a DFT calculation (ωB97M-V/def2-TZVPD) of an isolated ion of composition C4H6N4S and charge +2 at a distorted geometry.

ORCA input file:
```
! RIJCOSX wB97M-V def2-TZVPD def2/J DEFGRID3
* xyz 2 1
S 0.24 -1.29 2.20
N -1.81 -0.45 1.00
N -0.78 -0.12 0.22
N 1.87 0.39 -0.97
N -1.24 0.78 -0.84
C 1.71 -0.31 0.08
C -1.47 -1.12 2.05
C 2.36 0.86 -1.91
C 0.50 -0.48 0.69
H 2.84 1.21 -2.74
H -2.00 1.19 -0.23
H -0.64 1.37 -1.44
H -1.89 0.19 -1.43
H 2.63 -0.71 0.65
H -2.31 -1.50 2.65
*
```

SMILES   C#[N+]/C=C1/SC=NN1[NH3+]
Strongest force on any atom   0.1295 Eh/bohr
Frontier orbital gap   8.21 eV
Calculated total energy   -772.39227 Ha


[4]
The following is a DFT calculation (ωB97M-V/def2-TZVPD) of a 10-piece molecular cluster, C42H60N9OP2 overall.

ORCA input file:
```
! RIJCOSX wB97M-V def2-TZVPD def2/J DEFGRID3
* xyz -1 1
P -2.11 -1.26 -1.66
P -1.77 -1.70 -4.60
O -3.21 -0.80 -4.84
N 3.59 -3.72 5.97
N -1.87 -5.07 -5.29
N -4.13 3.05 -1.14
N 0.81 0.03 6.86
N 8.60 -0.02 -3.45
N 2.85 1.24 -3.53
N -2.37 -2.03 5.55
N -1.43 7.52 -2.78
N -0.88 2.10 4.27
C 4.55 0.92 -4.91
C -1.36 -2.74 4.95
C 2.73 -5.18 4.55
C -4.90 4.04 -0.60
C 2.74 -3.86 4.90
C -6.22 2.53 -1.65
C -4.91 2.13 -1.78
C -1.24 -5.83 -4.34
C 3.53 1.64 -5.60
C -1.11 -2.16 3.73
C 2.50 1.83 -4.71
C 1.95 1.44 8.13
C -2.92 5.88 -2.90
C -2.07 -7.17 -5.95
C -0.63 -0.25 -4.48
C 0.15 -0.39 -0.31
C -0.26 3.84 3.04
C 0.84 1.32 7.34
C -2.76 -1.00 4.73
C 9.18 1.10 -2.91
C -2.01 6.49 -2.08
C 4.12 -4.94 6.30
C -0.84 -1.57 -0.33
C 3.61 -5.87 5.43
C -2.89 6.57 -4.14
C 8.41 1.50 -1.85
C -1.35 -7.15 -4.72
C -1.71 -2.35 -2.99
C 7.46 -0.33 -2.76
C -1.97 2.49 3.55
C 7.31 0.59 -1.76
C -3.71 -1.79 -0.91
C 1.89 -0.66 7.34
C -6.21 3.75 -0.90
C -1.97 7.57 -4.04
C -1.63 3.56 2.77
C 2.61 0.18 8.13
C -2.37 -5.87 -6.26
C 4.09 0.68 -3.64
C -2.00 -1.06 3.59
C 0.18 2.93 3.96
C -4.14 -0.78 0.16
H 4.82 -5.04 7.12
H -3.04 0.15 -4.90
H -0.96 -7.99 -4.18
H -2.29 -3.29 -2.96
H 6.85 -1.17 -3.05
H -5.21 -0.73 0.34
H 3.80 -2.86 6.44
H -4.47 1.27 -2.25
H -7.08 2.01 -2.03
H -2.34 -8.04 -6.53
H 2.25 2.33 8.66
H 8.95 -0.52 -4.25
H -2.76 -2.24 6.45
H 0.93 -0.53 0.45
H 8.60 2.35 -1.22
H 2.23 -3.01 4.49
H 3.55 1.98 -6.62
H 2.27 1.21 -2.71
H 3.84 -6.92 5.43
H 0.33 -0.63 -4.14
H 2.02 -1.70 7.07
H -3.80 0.19 -0.21
H 0.07 2.02 7.07
H -0.26 -2.47 -0.55
H -3.53 5.04 -2.63
H -0.86 1.33 4.91
H -3.55 -0.33 5.01
H -0.73 8.14 -2.42
H -0.92 -3.60 5.43
H -2.91 -5.45 -7.10
H -2.90 1.95 3.65
H 3.52 -0.07 8.66
H -1.65 8.32 -4.75
H -3.12 2.98 -1.08
H 5.50 0.60 -5.31
H 1.14 2.79 4.43
H -3.61 -0.96 1.10
H -2.28 4.07 2.08
H -1.24 -1.66 0.69
H -0.52 0.25 -5.44
H -0.38 -2.50 3.01
H -1.93 -4.05 -5.25
H -3.73 -2.82 -0.52
H -0.78 -5.36 -3.49
H -4.39 -1.75 -1.77
H 0.64 -0.30 -1.29
H -1.71 6.28 -1.06
H -4.46 4.86 -0.06
H 6.51 0.62 -1.05
H 4.54 0.16 -2.82
H -2.06 -0.39 2.75
H -0.37 0.55 -0.11
H 0.34 4.61 2.59
H -7.06 4.34 -0.62
H 0.12 -0.35 6.24
H 10.09 1.51 -3.32
H -3.49 6.35 -5.01
H -1.01 0.44 -3.72
H 2.17 -5.61 3.74
H 1.54 2.31 -4.83
*
```

Strongest force on any atom   0.0139 Eh/bohr
Frontier orbital gap   5.53 eV
Calculated total energy   -2887.09756 Ha


Calculated values (eV) of ΔE to the lowest compared entry with this formula, charge and spin for the records, taken in order: 0.318; 1.212; 1.170; 0.193.